No. 1
Molecular formula: C18H36BeFO18
Method: DFT, the ωB97M-V functional and the def2-TZVPD basis

The geometry in XYZ format:
```
74
Properties=species:S:1:pos:R:3
Be 0.89 1.77 -1.10
F 0.09 -0.36 -0.43
C 2.09 1.99 -5.47
O 1.17 0.90 -5.41
C 0.88 0.22 -4.29
O 1.48 0.34 -3.23
O -0.19 -0.50 -4.52
C -0.81 -1.11 -3.37
H 2.31 2.11 -6.53
H 3.05 1.75 -5.00
H 1.79 2.95 -5.06
H -0.19 -1.87 -2.91
H -1.72 -1.63 -3.66
H -1.20 -0.40 -2.63
C 3.43 -1.63 0.53
O 4.34 -0.93 -0.34
C 4.03 0.23 -0.82
O 3.07 0.96 -0.55
O 5.02 0.64 -1.59
C 5.01 1.92 -2.19
H 3.49 -1.34 1.57
H 3.76 -2.66 0.44
H 2.40 -1.65 0.16
H 4.61 2.70 -1.55
H 4.33 1.87 -3.04
H 6.03 2.08 -2.53
C 1.59 4.10 4.09
O 1.74 3.95 2.70
C 1.71 2.72 2.17
O 1.66 2.59 0.98
O 1.63 1.76 3.08
C 1.29 0.47 2.63
H 1.49 5.16 4.33
H 2.47 3.78 4.65
H 0.69 3.62 4.47
H 0.25 0.46 2.28
H 1.41 -0.23 3.44
H 1.84 0.10 1.76
C -1.69 5.23 0.65
O -2.39 4.17 1.26
C -2.05 2.91 0.98
O -1.11 2.60 0.29
O -2.93 2.15 1.60
C -2.70 0.72 1.65
H -0.80 5.44 1.24
H -2.35 6.09 0.79
H -1.42 5.10 -0.40
H -3.63 0.17 1.70
H -2.16 0.51 2.57
H -2.10 0.32 0.84
C -0.03 -3.90 -0.13
O 0.81 -3.81 1.02
C 0.89 -4.85 1.84
O 0.23 -5.86 1.77
O 1.77 -4.59 2.80
C 1.98 -5.62 3.79
H 0.30 -4.58 -0.92
H -0.13 -2.92 -0.61
H -1.03 -4.12 0.24
H 2.55 -6.45 3.37
H 1.04 -6.09 4.06
H 2.52 -5.21 4.64
C -7.44 -0.64 -1.05
O -6.39 -1.59 -1.02
C -5.18 -1.11 -0.70
O -4.88 0.04 -0.49
O -4.33 -2.15 -0.70
C -3.00 -1.91 -0.32
H -7.61 -0.19 -2.03
H -7.35 0.12 -0.29
H -8.34 -1.24 -0.91
H -2.45 -2.85 -0.31
H -2.95 -1.53 0.70
H -2.54 -1.20 -1.00
```

Results
2S+1   1
E_tot   -2176.0822 Eh
Kohn-Sham gap   6.264 eV
Charge   +1

Mulliken atomic charges, in units of e:
1 Be 1.282
2 F -0.431
3 C -0.528
4 O -0.372
5 C 0.684
6 O -0.522
7 O -0.341
8 C -0.491
9 H 0.286
10 H 0.115
11 H 0.279
12 H 0.347
13 H 0.398
14 H 0.050
15 C -0.658
16 O -0.354
17 C 0.711
18 O -0.169
19 O -0.389
20 C -0.238
21 H 0.391
22 H 0.310
23 H 0.190
24 H 0.277
25 H -0.120
26 H 0.276
27 C -0.710
28 O -0.318
29 C 0.556
30 O -0.257
31 O -0.426
32 C 0.469
33 H 0.273
34 H 0.310
35 H 0.313
36 H -0.232
37 H 0.370
38 H -0.296
39 C -0.618
40 O -0.361
41 C 0.714
42 O -0.382
43 O -0.363
44 C -0.659
45 H 0.237
46 H 0.267
47 H 0.268
48 H 0.478
49 H 0.441
50 H -0.027
51 C -0.476
52 O -0.096
53 C 0.631
54 O -0.568
55 O -0.272
56 C -0.704
57 H 0.346
58 H -0.141
59 H 0.414
60 H 0.303
61 H 0.320
62 H 0.224
63 C -0.669
64 O -0.356
65 C 0.752
66 O -0.538
67 O -0.392
68 C 0.063
69 H 0.287
70 H 0.325
71 H 0.249
72 H 0.044
73 H 0.182
74 H 0.040

No. 2
Molecular formula: C2H8NS
Method: DFT, the ωB97M-V functional and the def2-TZVPD basis

The geometry in XYZ format:
```
12
Properties=species:S:1:pos:R:3
S 1.06 1.96 -0.47
H 2.36 1.63 -0.53
C -0.42 -2.18 -0.51
C -0.65 -1.44 0.82
N -1.17 -0.11 0.60
H -0.69 -3.22 -0.61
H 0.60 -1.94 -0.82
H -1.00 -1.60 -1.24
H 0.17 -1.58 1.54
H -1.43 -2.02 1.36
H -0.38 0.48 0.24
H -1.62 0.28 1.41
```

Results
2S+1   1
E_tot   -533.9574 Eh
Kohn-Sham gap   6.896 eV
Charge   -1

Mulliken atomic charges, in units of e:
1 S -0.878
2 H -0.040
3 C -1.050
4 C -0.303
5 N -0.454
6 H 0.315
7 H 0.264
8 H 0.344
9 H 0.256
10 H 0.308
11 H 0.057
12 H 0.179

No. 3
Molecular formula: C4H6Cl2
Method: DFT, the ωB97M-V functional and the def2-TZVPD basis

The geometry in XYZ format:
```
12
Properties=species:S:1:pos:R:3
C -1.08 1.60 -0.48
C -0.67 0.30 0.12
C 0.51 -0.25 0.03
C 0.92 -1.57 0.67
H -1.78 1.38 -1.30
H -1.62 2.17 0.25
H -1.50 -0.19 0.68
H 1.29 0.36 -0.56
H 1.65 -1.40 1.41
H 0.18 -2.29 0.96
Cl 0.22 2.49 -1.34
Cl 1.88 -2.60 -0.46
```

Results
2S+1   1
E_tot   -1076.3652 Eh
Kohn-Sham gap   11.012 eV
Charge   0
SMILES   ClC/C=C/CCl

Mulliken atomic charges, in units of e:
1 C -0.404
2 C -0.181
3 C -0.194
4 C -0.464
5 H 0.270
6 H 0.346
7 H 0.267
8 H 0.198
9 H 0.281
10 H 0.307
11 Cl -0.203
12 Cl -0.222

Q: Which energy relative to the best compared isomer or geometry (same formula, charge and spin) values were calculated for the entries above? A: 229.1; 35.9; 44.4, in kJ/mol.